A:
Below is a 6-piece molecular cluster, C6H21NO5 overall, with properties calculated with ωB97M-V/def2-TZVPD.

Each line ends with the natural charge from an NBO analysis.
Geometry (Å):
C  2.74  0.28  1.20  -0.570
C  2.40  -0.21  -0.01  0.034
N  1.42  -1.13  -0.33  -0.621
C  1.24  -1.58  -1.70  -0.250
C  -0.06  -1.27  -2.39  -0.225
C  -1.13  -1.10  -1.62  -0.184
C  -2.35  -0.40  -2.12  -0.639
H  2.13  -0.13  2.00  0.164
H  3.46  1.06  1.36  0.227
H  2.96  0.10  -0.90  0.184
H  0.70  -1.27  0.35  0.393
H  2.16  -1.43  -2.29  0.213
H  1.36  -2.69  -1.65  0.193
H  -0.04  -1.25  -3.48  0.206
H  -1.07  -1.19  -0.54  0.223
H  -2.46  -0.44  -3.21  0.205
H  -3.26  -0.76  -1.61  0.214
H  -2.30  0.66  -1.98  0.216
O  0.18  -0.38  3.67  -0.942
H  0.76  0.38  3.60  0.484
H  0.64  -1.08  3.20  0.464
O  1.73  2.89  1.14  -0.967
H  2.08  2.22  0.54  0.480
H  1.69  3.73  0.65  0.477
O  -3.06  0.43  1.37  -0.948
H  -3.51  -0.33  1.76  0.478
H  -3.25  1.19  1.95  0.475
O  -1.58  -1.88  1.25  -0.964
H  -1.21  -2.71  1.56  0.476
H  -1.45  -1.19  1.92  0.504
O  0.04  3.25  -1.36  -0.952
H  -0.16  2.44  -0.91  0.481
H  -0.78  3.78  -1.39  0.472

## Properties
Spin multiplicity: 1
M, g/mol: 187.236
Charge: 0
SMILES: C=CNC/C=C/C.O.O.O.O.O
Gap between HOMO and LUMO, eV: 8.31



B:
Below is a 6-piece molecular cluster, C6H21NO5 overall, with properties calculated with ωB97M-V/def2-TZVPD.

Each line ends with the natural charge from an NBO analysis.
Geometry (Å):
C  0.81  -1.25  -2.96  -0.398
C  -0.18  -0.59  -2.38  -0.221
C  -0.47  -0.69  -0.92  0.109
N  -0.12  -1.91  -0.29  -0.833
C  -1.16  0.21  -0.22  -0.034
C  -1.67  -0.03  1.18  -0.639
C  -1.32  1.65  -0.66  -0.648
H  0.73  -1.36  -4.04  0.210
H  1.60  -1.70  -2.38  0.193
H  -1.00  -0.08  -2.86  0.214
H  0.66  -2.41  -0.71  0.376
H  0.15  -1.76  0.67  0.378
H  -0.94  -0.61  1.75  0.214
H  -2.63  -0.54  1.23  0.234
H  -1.74  0.89  1.74  0.193
H  -0.54  2.32  -0.33  0.229
H  -1.34  1.71  -1.75  0.207
H  -2.26  2.08  -0.31  0.205
O  0.67  2.73  1.87  -0.972
H  -0.27  2.59  1.90  0.490
H  1.03  3.04  1.02  0.521
O  1.66  0.36  2.54  -0.998
H  2.56  0.61  2.78  0.464
H  1.26  1.20  2.21  0.501
O  -3.01  -2.93  0.72  -0.960
H  -3.38  -2.24  0.17  0.468
H  -2.07  -3.05  0.52  0.490
O  1.62  2.02  -0.57  -0.978
H  1.89  1.23  -0.07  0.502
H  1.29  1.60  -1.37  0.484
O  2.46  -0.83  0.30  -0.974
H  2.51  -0.92  1.26  0.501
H  3.21  -1.31  -0.07  0.471

## Properties
Spin multiplicity: 1
M, g/mol: 187.236
Charge: 0
SMILES: C=CC(N)=C(C)C.O.O.O.O.O
Gap between HOMO and LUMO, eV: 8.15



Name the least stable of them. A.



A:
Below is a 2-piece molecular cluster, C3H5NO4 overall, with properties calculated with ωB97M-V/def2-TZVPD.

Each line ends with the natural charge from an NBO analysis.
Geometry (Å):
O  0.26  -0.22  -0.96  -0.733
C  0.95  0.00  0.04  0.845
O  0.48  0.10  1.27  -0.713
N  2.26  0.31  -0.09  -0.345
O  2.87  0.08  -1.33  -0.542
H  -0.60  -0.15  1.20  0.495
H  2.89  0.48  0.68  0.401
H  2.11  -0.14  -1.91  0.495
C  -2.12  -0.44  0.66  -0.918
C  -2.11  0.39  -0.38  0.852
O  -2.27  1.30  -1.07  -0.405
H  -1.90  -1.48  0.44  0.287
H  -2.82  -0.24  1.45  0.282

## Properties
Spin multiplicity: 1
M, g/mol: 119.076
Charge: 0
SMILES: O=C(O)NO.C=C=O
Gap between HOMO and LUMO, eV: 9.82



B:
Below is the molecule C3H5NO4, with properties calculated with ωB97M-V/def2-TZVPD.

Each line ends with the natural charge from an NBO analysis.
Geometry (Å):
N  -0.60  -1.33  -0.86  -0.833
C  0.39  -0.42  -0.31  -0.272
C  -0.15  -0.09  1.11  0.788
O  0.43  0.68  1.83  -0.641
O  -1.28  -0.63  1.42  -0.650
C  0.47  1.02  -0.95  0.787
O  -0.16  1.21  -1.97  -0.554
O  1.37  1.77  -0.31  -0.686
H  -1.41  -0.69  -0.83  0.372
H  -0.43  -1.81  -1.89  0.394
H  1.35  -1.06  -0.13  0.249
H  -1.65  -0.19  2.32  0.514
H  1.67  1.54  0.57  0.532

## Properties
Spin multiplicity: 1
M, g/mol: 119.076
Charge: 0
SMILES: NC(C(=O)O)C(=O)O
Gap between HOMO and LUMO, eV: 9.96



Name the least stable of them. A.



A:
Below is a 2-piece molecular cluster, C3H2O2 overall, with properties calculated with ωB97M-V/def2-TZVPD.

Each line ends with the natural charge from an NBO analysis.
Geometry (Å):
C  -0.26  -0.05  0.01  -0.340
C  -0.07  2.75  -0.29  0.500
C  0.12  -1.22  0.09  0.292
O  0.29  -2.80  0.39  -0.697
O  -0.31  3.79  -0.66  -0.488
H  -0.90  0.69  -0.31  0.230
H  1.12  -3.15  0.77  0.502

## Properties
Spin multiplicity: 1
M, g/mol: 70.047
Charge: 0
Gap between HOMO and LUMO, eV: 10.54



B:
Below is a 2-piece molecular cluster, C3H2O2 overall, with properties calculated with ωB97M-V/def2-TZVPD.

Each line ends with the natural charge from an NBO analysis.
Geometry (Å):
O  -0.27  -1.97  -0.03  -0.502
C  -1.03  -1.44  -0.70  1.029
O  -1.74  -0.81  -1.38  -0.526
C  0.50  1.15  -0.02  -0.259
C  0.82  0.87  1.09  -0.220
H  0.48  1.59  -0.99  0.239
H  1.25  0.60  2.03  0.239

## Properties
Spin multiplicity: 1
M, g/mol: 70.047
Charge: 0
SMILES: O=C=O.C#C
Gap between HOMO and LUMO, eV: 11.68



Name the least stable of them. A.



A:
Below is the molecule C6H8, with properties calculated with ωB97M-V/def2-TZVPD.

Each line ends with the natural charge from an NBO analysis.
Geometry (Å):
C  0.58  2.80  -1.24  -0.235
C  0.08  1.97  -0.52  -0.001
C  -0.46  0.98  0.41  -0.634
C  -1.05  -0.27  -0.19  0.143
C  -0.68  -1.43  0.64  -0.533
C  0.64  -1.55  -0.20  -0.605
H  1.00  3.53  -1.90  0.237
H  0.23  0.84  1.26  0.207
H  -1.41  1.37  0.83  0.288
H  0.53  -0.99  -1.16  0.256
H  -1.31  -2.31  0.50  0.217
H  -0.47  -1.27  1.71  0.196
H  1.48  -1.10  0.33  0.221
H  0.84  -2.59  -0.47  0.243

## Properties
Spin multiplicity: 1
M, g/mol: 80.130
Charge: 0
Gap between HOMO and LUMO, eV: 9.22



B:
Below is the molecule C6H8, with properties calculated with ωB97M-V/def2-TZVPD.

Each line ends with the natural charge from an NBO analysis.
Geometry (Å):
C  2.67  -0.95  -0.45  -0.141
C  1.52  -1.33  -0.36  -0.103
C  0.71  -0.41  0.56  -0.404
C  -0.21  0.47  -0.25  -0.234
C  -1.47  0.93  0.41  -0.416
C  -1.51  -0.10  -0.69  -0.417
H  3.57  -0.40  -0.28  0.228
H  0.17  -0.98  1.31  0.215
H  1.41  0.24  1.11  0.196
H  0.31  1.16  -0.92  0.216
H  -1.82  1.93  0.20  0.216
H  -1.63  0.60  1.44  0.210
H  -1.68  -1.14  -0.42  0.215
H  -1.90  0.19  -1.66  0.218

## Properties
Spin multiplicity: 1
M, g/mol: 80.130
Charge: 0
SMILES: C#CCC1CC1
Gap between HOMO and LUMO, eV: 10.20



Name the least stable of them. A.